C37H52N5O | ωB97M-V/def2-TZVPD

The geometry in XYZ format:
```
95
Properties=species:S:1:pos:R:3:forces:R:3
C 2.536 3.536 -0.250 0.1548 0.0410 0.3117
C 2.019 3.729 -1.662 -0.4667 0.3461 -0.2291
C 2.499 4.998 -2.332 0.7006 0.2179 -0.1816
N 0.562 3.825 -1.665 -1.0400 -0.5510 0.3534
N -0.001 5.020 -1.683 -2.6496 0.3920 0.3690
N -1.335 4.776 -1.569 3.0000 -0.1374 -0.0016
C -2.152 6.003 -1.424 0.3877 -0.0814 -0.2280
C -1.849 6.852 -2.638 -0.1202 0.5332 -0.3761
C -1.742 6.692 -0.139 0.0404 0.3053 0.3767
C -1.606 3.453 -1.470 -0.5281 0.1887 -0.1242
C -3.041 2.934 -1.439 0.4098 0.1369 0.0676
C -3.023 1.407 -1.507 -0.1071 -0.2118 -0.0435
C -3.800 3.463 -2.667 -0.1236 -0.0271 -0.1221
C -3.716 3.377 -0.134 -0.2169 0.0048 0.1192
C -0.349 2.788 -1.501 0.9804 -0.6980 -0.0870
C 0.109 1.479 -1.413 -0.3858 0.0393 0.1381
H 3.629 3.440 -0.254 -0.1832 0.0357 -0.0311
H 2.268 4.405 0.363 0.0522 -0.1428 -0.0512
H 2.113 2.632 0.201 0.0014 0.1787 -0.0465
H 2.271 2.853 -2.261 -0.0338 0.0200 -0.1362
H 3.592 5.014 -2.372 -0.1265 0.0108 0.0148
H 2.111 5.051 -3.353 0.0854 0.0391 0.1202
H 2.139 5.879 -1.790 0.2603 -0.1940 -0.1054
H -3.204 5.725 -1.390 0.3027 -0.0080 -0.0438
H -2.421 7.786 -2.602 0.1057 -0.1586 0.0007
H -0.778 7.085 -2.658 -0.3307 0.0143 -0.0335
H -2.104 6.326 -3.563 0.0227 0.0583 0.1148
H -2.315 7.618 -0.009 0.0960 -0.2021 -0.0287
H -1.920 6.050 0.731 0.0292 0.0752 -0.1021
H -0.674 6.939 -0.182 -0.3169 -0.0323 0.0550
H -2.507 0.990 -0.634 -0.0766 0.0394 -0.1933
H -4.044 0.996 -1.530 0.2206 0.2588 0.0031
H -2.506 1.088 -2.420 -0.1102 -0.0570 0.2526
H -3.849 4.558 -2.687 -0.0652 -0.3644 -0.1203
H -3.296 3.125 -3.583 -0.1712 0.1050 0.1805
H -4.830 3.079 -2.671 0.2278 0.0765 -0.0127
H -3.760 4.471 -0.052 -0.0661 -0.3656 0.1204
H -4.744 2.990 -0.091 0.1979 0.0998 0.0166
H -3.158 2.988 0.729 -0.1201 0.1152 -0.1912
H -0.605 0.668 -1.438 0.4585 -0.0197 0.0195
H 1.184 1.304 -1.431 -0.4759 -0.1791 -0.0527
C 0.285 -6.930 0.334 -0.4131 -0.2810 -0.2376
N 1.115 -5.948 0.979 1.2312 -0.3768 0.0831
C 2.449 -6.152 1.208 0.0878 -1.1877 -0.3677
O 3.085 -7.176 0.966 -0.8105 1.5760 0.3789
C 3.006 -4.872 1.825 0.4896 -0.6301 0.5847
C 4.130 -4.257 0.987 -0.0486 -0.2076 -0.2472
C 3.633 -3.940 -0.402 0.2428 0.2624 -0.2626
C 3.595 -4.949 -1.370 0.0499 -0.0824 0.1341
C 3.104 -4.686 -2.645 -0.1323 0.1268 -0.0064
C 2.630 -3.407 -2.958 0.0624 0.0413 0.2242
C 2.681 -2.388 -1.998 0.0095 -0.0357 -0.0963
C 3.205 -2.650 -0.732 -0.0921 -0.2605 -0.0034
N 1.824 -4.029 1.913 -0.0411 2.3376 0.9353
C 1.857 -2.778 2.392 0.3133 -2.0860 -0.6153
C 0.748 -1.935 2.421 -0.7794 1.3648 0.2713
C 0.826 -0.648 2.926 0.2996 -1.4618 -0.1475
C -0.269 0.255 3.054 -1.0527 0.9582 0.0773
C -0.067 1.457 3.783 0.0803 -0.6098 -0.3804
C -1.094 2.372 3.952 -0.1509 0.0702 -0.0200
C -2.352 2.120 3.389 0.2341 -0.2043 0.0060
C -2.582 0.941 2.665 0.3147 -0.3352 0.0300
C -1.558 0.007 2.501 0.2715 0.3067 0.2440
C 0.611 -4.650 1.351 -0.2087 -0.1584 -0.2189
C 0.049 -3.910 0.108 0.4304 0.0168 0.2347
C -1.447 -4.196 0.129 -0.4765 0.0864 -0.3119
C -1.814 -4.777 1.516 -0.6393 -0.0819 -0.0719
C -0.552 -4.811 2.368 0.5140 0.1081 -0.0462
H 0.877 -7.835 0.173 -0.0719 0.2209 0.0696
H -0.584 -7.167 0.958 0.2162 -0.0911 -0.0910
H -0.088 -6.565 -0.635 0.2014 -0.0961 0.1933
H 3.382 -5.119 2.836 -0.2006 0.1222 -0.3484
H 4.505 -3.358 1.495 0.0520 -0.2215 -0.1406
H 4.930 -5.011 0.938 -0.1543 0.3029 0.1401
H 3.962 -5.945 -1.105 -0.1495 0.3492 -0.1917
H 3.093 -5.487 -3.388 -0.0211 0.3306 0.1962
H 2.236 -3.203 -3.953 0.0905 -0.0169 0.2543
H 2.318 -1.382 -2.228 0.1327 -0.3542 -0.0200
H 3.285 -1.857 0.018 -0.0753 -0.1544 -0.3123
H 2.816 -2.441 2.798 -0.2593 -0.1233 -0.2172
H -0.210 -2.300 2.051 0.4693 0.2697 0.1999
H 1.789 -0.314 3.317 -0.1407 -0.0084 -0.0978
H 0.923 1.619 4.213 -0.3092 0.1488 -0.0775
H -0.912 3.285 4.524 -0.1310 -0.3107 -0.2160
H -3.163 2.839 3.522 0.2642 -0.2068 -0.0497
H -3.566 0.731 2.235 0.3662 0.1646 0.1661
H -1.743 -0.917 1.945 -0.0010 0.4322 0.1457
H 0.266 -2.840 0.183 -0.0291 -0.2320 -0.1648
H 0.560 -4.279 -0.791 -0.1109 0.1573 0.2095
H -2.020 -3.280 -0.065 0.1061 -0.2566 -0.0889
H -1.699 -4.915 -0.660 -0.0751 0.2703 0.1778
H -2.596 -4.172 1.992 0.1236 -0.2406 -0.0648
H -2.216 -5.790 1.394 -0.0223 0.3171 0.1111
H -0.424 -5.757 2.909 -0.0226 0.2973 -0.0326
H -0.525 -3.995 3.094 -0.0537 -0.2284 -0.0124
```
Forces are in eV/Å.

Properties
Energy, eV: -48703.397
Largest force on an atom, hartree/bohr: 0.0584
Relative energy (zero: lowest compared OMol25 entry of this formula, charge and spin), kcal/mol: 0.0
Net charge: +1
Kohn-Sham gap, eV: 3.154

Here are the Löwdin charges for atoms 1 to 2, given in e:
1. C -0.0485
2. C -0.3804